4
Properties=species:S:1:pos:R:3:nbo_charge:R:1 method="wB97M-V/def2-TZVPD" e_lumo_ev="-0.620 / -1.013" multiplicity=1 orbital_gap_ev="7.6 / 9.2" energy_ha=-3010.71612 largest_force_ev_per_a=1.13 relative_energy_ev=3.939
C -0.423 -0.134 -0.082 -0.39
S -0.370 -1.696 0.034 0.21
Br -1.701 1.151 0.024 0.18
H 2.494 0.680 0.025 0.00

6
Properties=species:S:1:pos:R:3:nbo_charge:R:1 method="wB97M-V/def2-TZVPD" e_lumo_ev="-0.491 / -2.542" multiplicity=1 orbital_gap_ev="9.7 / 6.2" energy_ha=-1457.01117 largest_force_ev_per_a=1.35 relative_energy_ev=2.928
C 1.719 0.139 0.271 0.20
F 1.956 -0.478 -0.899 -0.32
S -2.879 0.011 -0.936 -0.10
Cl 1.372 1.739 -0.111 0.05
Cl 0.856 -0.672 1.470 0.07
H -3.024 -0.739 0.205 0.10

5
Properties=species:S:1:pos:R:3:nbo_charge:R:1 method="wB97M-V/def2-TZVPD" e_lumo_ev=-0.668 multiplicity=1 orbital_gap_ev=7.9 energy_ha=-1013.74158 largest_force_ev_per_a=4.87 relative_energy_ev=2.205
C 1.535 -0.765 -0.006 0.45
N 0.389 -0.568 0.030 -0.49
Cl 2.862 -1.525 0.001 0.35
Cl 2.470 1.790 -0.010 -0.79
H -0.423 -0.002 0.087 0.47

6
Properties=species:S:1:pos:R:3:nbo_charge:R:1 method="wB97M-V/def2-TZVPD" e_lumo_ev="-0.489 / -3.601" multiplicity=3 s_squared=2.022 orbital_gap_ev="6.7 / 6.5" energy_ha=-1088.85030 largest_force_ev_per_a=4.26 relative_energy_ev=2.867
C 0.597 -0.317 -0.078 0.12
N -0.242 0.687 0.011 0.01
O -0.103 1.908 0.041 -0.18
Cl 0.068 -2.005 0.019 0.11
Cl -2.081 0.081 -0.016 -0.29
H 1.760 -0.355 0.024 0.23

7
Properties=species:S:1:pos:R:3:nbo_charge:R:1 method="wB97M-V/def2-TZVPD" e_lumo_ev="-2.318 / -2.319" multiplicity=1 orbital_gap_ev="8.9 / 8.9" energy_ha=-1164.16404 largest_force_ev_per_a=3.71 relative_energy_ev=3.364
C 0.250 -0.229 0.484 0.00
N 0.082 0.590 -0.721 0.46
O 1.081 0.678 -1.392 -0.33
O -0.972 1.119 -0.920 -0.31
Cl -1.352 -1.847 0.132 -0.24
Cl -0.253 0.501 1.911 0.16
H 1.164 -0.813 0.506 0.26

5
Properties=species:S:1:pos:R:3:nbo_charge:R:1 method="wB97M-V/def2-TZVPD" e_lumo_ev=0.743 multiplicity=1 smiles=ClC(Cl)Cl orbital_gap_ev=11.9 energy_ha=-1419.27174 largest_force_ev_per_a=0.49 relative_energy_ev=0.004
Cl -1.029 -0.624 -1.252 0.02
C 0.102 -0.009 -0.039 -0.29
Cl 0.194 -1.045 1.363 0.03
Cl -0.343 1.638 0.437 0.01
H 1.075 0.040 -0.508 0.23

5
Properties=species:S:1:pos:R:3:nbo_charge:R:1 method="wB97M-V/def2-TZVPD" e_lumo_ev=0.602 multiplicity=1 smiles=ClC(Cl)Cl orbital_gap_ev=11.6 energy_ha=-1419.26483 largest_force_ev_per_a=1.27 relative_energy_ev=0.192
Cl -0.015 0.150 1.728 -0.02
C -0.109 -0.018 -0.084 -0.26
Cl 0.886 -1.453 -0.351 0.03
Cl 0.402 1.441 -0.955 0.02
H -1.164 -0.121 -0.337 0.23

8
Properties=species:S:1:pos:R:3:nbo_charge:R:1 method="wB97M-V/def2-TZVPD" e_lumo_ev="-2.000 / -3.148" multiplicity=1 orbital_gap_ev="8.4 / 6.8" energy_ha=-1935.69743 largest_force_ev_per_a=3.01 relative_energy_ev=3.592
C -0.522 0.216 -0.062 0.09
O -2.845 -0.430 1.207 -1.00
F -0.947 1.438 -0.069 -0.26
P -1.825 -0.967 0.367 1.69
Cl -0.482 0.336 2.776 -0.34
Cl -0.893 -2.568 1.016 -0.20
Cl -2.340 -1.441 -1.401 -0.19
H 0.468 0.121 -0.475 0.21